# 1
{"formula": "C5H8KLiO3", "method": "the ωB97M-V functional and the def2-TZVPD basis", "symbols": ["K", "O", "O", "O", "C", "C", "C", "C", "C", "Li", "H", "H", "H", "H", "H", "H", "H", "H"], "positions_angstrom": [[-1.592, 0.329, -4.030], [-0.918, 0.359, -1.279], [0.562, -1.014, -0.281], [0.214, -0.977, -2.501], [-2.238, 2.130, -0.384], [-1.238, 1.061, -0.038], [3.309, -1.323, 2.805], [2.899, -2.464, 2.753], [-0.032, -0.606, -1.256], [1.251, -1.161, 1.437], [-0.302, 1.474, 0.356], [-1.639, 0.318, 0.662], [-3.151, 1.693, -0.808], [-1.811, 2.851, -1.094], [2.450, -3.433, 2.915], [0.992, -1.564, -2.556], [-2.507, 2.667, 0.534], [3.750, -0.337, 2.766]], "forces_ev_per_a": [[-0.2261, 0.1480, -0.3257], [-0.0984, -0.3724, -0.3695], [-0.0409, -0.2159, 0.2495], [0.3141, -0.5433, -0.3541], [-0.1048, 0.1229, -0.0471], [-0.0563, -0.0734, 0.5357], [-0.2598, -0.5585, -0.5431], [-0.3108, 0.8710, 0.4380], [0.4828, 0.9998, 0.2796], [0.3079, -0.2310, 0.1332], [-0.1922, -0.0540, -0.1159], [0.0436, 0.2044, -0.1365], [0.1922, 0.1229, 0.1742], [-0.1103, -0.1279, 0.2270], [0.4053, 0.2250, -0.2035], [-0.2973, -0.0018, 0.1488], [0.0179, -0.0809, -0.2620], [-0.0669, -0.4350, 0.1716]], "multiplicity": 1, "e_tot_ev": -27973.346, "charge": 2, "homo_lumo_gap_ev": 11.036, "e_homo_ev": -17.426}

=====

# 2
{"formula": "C21H38FN2O4P", "method": "the ωB97M-V functional and the def2-TZVPD basis", "symbols": ["P", "F", "O", "O", "O", "O", "N", "N", "C", "C", "C", "C", "C", "C", "C", "C", "C", "C", "C", "C", "C", "C", "C", "C", "C", "C", "C", "C", "C", "H", "H", "H", "H", "H", "H", "H", "H", "H", "H", "H", "H", "H", "H", "H", "H", "H", "H", "H", "H", "H", "H", "H", "H", "H", "H", "H", "H", "H", "H", "H", "H", "H", "H", "H", "H", "H", "H"], "positions_angstrom": [[2.476, -1.534, 0.480], [-1.935, -5.815, 1.471], [-2.895, -3.247, -2.218], [-2.603, -1.065, -2.164], [-2.974, -3.793, 0.697], [0.937, 4.562, 1.249], [0.316, -2.851, 1.568], [1.119, -3.052, 2.699], [-0.214, 4.581, 0.426], [2.125, 4.603, 0.495], [-1.411, -2.502, -0.574], [-0.540, 3.184, -0.136], [-1.831, -3.230, 0.542], [-3.132, -0.181, -1.182], [-1.430, 1.433, -3.425], [0.750, -2.154, 0.475], [-3.399, 1.230, -1.757], [1.235, 0.237, 4.432], [-0.721, 3.160, -1.652], [-2.370, -2.329, -1.707], [-0.594, 1.725, -2.195], [-0.895, -3.375, 1.607], [-0.125, -1.969, -0.580], [3.330, -2.448, -0.887], [2.489, 0.198, -0.092], [-2.948, 1.447, -3.198], [2.719, -2.259, -2.277], [1.837, -1.154, 4.214], [0.749, -2.162, 3.814], [2.092, -2.957, 2.447], [0.238, 0.176, 4.862], [-1.413, 2.772, 0.364], [-2.962, 1.960, -1.085], [1.839, 0.846, 5.094], [-2.657, -4.857, 1.054], [1.115, 0.741, 3.477], [-1.197, -3.920, 2.481], [-4.068, -0.563, -0.781], [0.447, 1.596, -2.490], [0.190, -1.420, -1.449], [-1.166, 0.432, -3.760], [-1.137, 2.096, -4.235], [3.364, 0.315, -0.726], [-0.156, -1.610, 3.585], [3.413, -2.481, -3.079], [2.076, 3.928, -0.364], [1.860, -2.917, -2.366], [4.339, -2.049, -0.874], [-0.752, 0.996, -1.405], [2.337, 5.605, 0.121], [1.630, 0.465, -0.696], [-1.019, 4.880, 1.087], [-1.659, 3.629, -1.931], [0.295, 2.553, 0.153], [-4.472, 1.374, -1.688], [2.598, 0.894, 0.730], [0.111, 3.735, -2.049], [-0.104, 5.287, -0.398], [-2.473, -0.086, -0.318], [-3.426, 0.694, -3.814], [2.338, -1.250, -2.417], [2.935, 4.272, 1.133], [0.492, -2.778, 4.670], [3.304, -3.487, -0.582], [-3.315, 2.428, -3.490], [2.282, -1.460, 5.154], [2.618, -1.080, 3.465]], "forces_ev_per_a": [[0.9035, -0.4639, 0.9349], [-1.0076, 1.1941, -0.4926], [-0.4936, -1.3193, -0.8151], [0.1638, 0.1503, 0.1806], [-0.1380, -0.1603, -0.5072], [0.1436, 0.1777, -0.0668], [-0.0426, -0.1517, -0.3405], [-0.5053, -0.1480, 0.3082], [-0.3605, -0.6716, 0.3551], [-0.0684, -0.2825, -0.0549], [-0.0681, 0.5441, 0.3137], [0.0999, 0.4680, -0.0735], [0.3517, -0.1552, 0.5981], [-0.0915, 0.9546, 0.5311], [-0.1065, -0.9280, 0.1774], [0.6758, 0.7389, -0.8285], [-0.0925, -0.7424, 0.0386], [-0.1145, -0.1292, -0.2501], [0.5641, -0.6746, 0.5981], [0.2602, 0.6462, 0.2047], [0.3025, 0.6537, -0.3489], [-0.1515, 0.2047, -0.2061], [-0.4685, -0.3685, 0.3569], [-0.9394, 0.7765, -0.3288], [-0.2411, -0.1051, -0.4870], [0.1749, 0.5442, 0.2880], [-0.3196, -0.2468, 0.3325], [-0.4076, 0.3424, 0.4577], [0.3716, 0.0816, 0.2129], [-0.0027, 0.2169, -0.2245], [-0.0992, -0.0726, 0.2299], [-0.1525, -0.0793, 0.0817], [0.1517, 0.1536, 0.0399], [0.1643, 0.1661, -0.0240], [0.7736, -1.1826, 0.8134], [0.0340, 0.2220, -0.1016], [0.1399, -0.2413, 0.1718], [-0.1448, -0.3950, -0.1509], [0.2342, -0.1039, 0.0424], [0.1909, 0.2135, -0.1021], [0.1150, -0.1383, -0.1052], [-0.0980, 0.2460, -0.0886], [0.1828, -0.0264, -0.0626], [-0.1935, -0.0436, -0.4371], [0.1281, -0.0837, -0.0925], [0.0244, -0.0981, -0.0808], [-0.0978, -0.1500, -0.2305], [0.3076, -0.1948, 0.2164], [-0.3264, -0.1487, 0.1408], [-0.0163, 0.2079, -0.0114], [-0.2578, 0.1663, -0.0857], [-0.1591, 0.3965, -0.0375], [-0.1307, 0.1305, -0.1559], [0.2060, -0.2795, -0.0757], [-0.1991, 0.1988, -0.2141], [-0.1645, 0.0260, 0.2447], [-0.1344, 0.3312, -0.3860], [0.0224, 0.2936, 0.0139], [0.3651, -0.2016, -0.0322], [-0.0768, 0.0224, -0.2804], [0.1549, 0.2326, -0.1071], [0.1770, 0.0464, 0.1367], [-0.0002, -0.1706, 0.1351], [0.3630, -0.2342, -0.0363], [-0.2952, 0.0653, -0.1534], [0.2709, -0.2493, 0.0325], [0.1491, -0.1722, -0.1122]], "multiplicity": 1, "e_tot_ev": -45567.000, "charge": 0, "homo_lumo_gap_ev": 8.492, "e_homo_ev": -9.003}

=====

# 3
{"formula": "C27H29CoIN8O12S", "method": "the ωB97M-V functional and the def2-TZVPD basis", "symbols": ["I", "Co", "S", "O", "O", "O", "O", "O", "O", "O", "O", "O", "O", "O", "O", "N", "N", "N", "N", "N", "N", "N", "N", "C", "C", "C", "C", "C", "C", "C", "C", "C", "C", "C", "C", "C", "C", "C", "C", "C", "C", "C", "C", "C", "C", "C", "C", "C", "C", "C", "H", "H", "H", "H", "H", "H", "H", "H", "H", "H", "H", "H", "H", "H", "H", "H", "H", "H", "H", "H", "H", "H", "H", "H", "H", "H", "H", "H", "H"], "positions_angstrom": [[-4.248, -3.323, -0.145], [0.176, 0.269, 0.040], [0.928, -3.327, -2.293], [-1.917, 4.067, -6.307], [-0.894, 1.803, -0.591], [-0.388, -3.756, -2.720], [1.931, -4.361, -2.193], [-3.917, 4.198, -2.090], [1.669, 0.832, -1.155], [-3.199, 3.114, -0.389], [1.547, 2.220, 2.304], [-1.809, -0.512, -2.241], [-1.651, -1.281, 1.488], [2.643, 2.074, -2.720], [0.016, 3.163, -6.572], [-3.093, 3.464, -1.553], [1.403, -1.093, 0.727], [0.731, -2.401, -1.006], [2.770, -2.932, 0.094], [-3.488, -0.163, -0.754], [-0.941, 3.473, -5.870], [2.813, 0.941, -5.987], [1.794, 4.490, 2.262], [3.265, -1.686, 2.070], [-0.862, 2.257, -1.771], [2.277, 3.181, 2.216], [-2.978, -2.431, -1.622], [2.365, -0.116, -5.170], [0.249, 2.546, -3.930], [1.642, 1.631, -2.140], [3.247, -0.713, -4.268], [0.292, 2.133, -2.633], [3.713, 3.081, 1.774], [2.176, -0.884, 1.779], [0.778, 4.720, 1.215], [1.302, 4.247, -0.151], [-1.656, 0.958, 2.241], [1.496, -2.155, -3.491], [-1.952, 3.026, -2.340], [3.653, 3.187, 0.231], [2.816, -1.723, -3.433], [2.826, 4.348, -0.354], [-1.986, 3.398, -3.672], [1.653, -2.181, -0.080], [3.529, -2.680, 1.137], [-2.701, -0.944, -1.531], [-0.906, 3.119, -4.474], [1.054, -0.575, -5.240], [0.615, -1.582, -4.391], [-1.157, -0.172, 1.335], [-2.028, -2.956, -1.597], [4.313, 3.891, 2.201], [3.487, -2.169, -2.708], [1.924, -0.018, 2.379], [2.045, 1.456, -6.399], [3.892, -1.510, 2.932], [-1.937, 1.821, 1.633], [1.146, 2.450, -4.520], [-3.955, -0.610, 0.019], [4.136, 2.122, 2.068], [-0.832, 1.281, 2.884], [-0.418, -1.898, -4.388], [4.415, -3.305, 1.237], [0.789, 4.798, -0.943], [0.544, 5.786, 1.220], [3.003, 4.318, -1.430], [2.561, 5.132, 2.119], [-2.498, 0.618, 2.850], [0.358, -0.098, -5.923], [-0.126, 4.174, 1.477], [-2.851, 3.907, -4.064], [-3.469, -2.630, -2.571], [4.675, 3.259, -0.149], [-3.109, 0.756, -0.553], [4.262, -0.340, -4.197], [3.393, 1.578, -5.455], [1.018, 3.202, -0.270], [3.239, 2.254, -0.160], [3.207, 5.319, -0.001]], "forces_ev_per_a": [[-0.0063, -0.0029, -0.0075], [0.1184, 0.0209, -0.0186], [0.0074, -0.0356, 0.0042], [-0.0169, -0.0004, 0.0025], [-0.1471, -0.0899, -0.1144], [-0.0310, 0.0072, 0.0061], [-0.0065, 0.0133, -0.0246], [-0.0108, 0.0366, -0.0180], [-0.0408, -0.0503, 0.0574], [0.0622, -0.0761, -0.0359], [-0.1066, 0.0334, 0.1857], [-0.2192, 0.0340, -0.0190], [-0.0161, -0.0280, -0.0012], [0.0050, -0.0368, -0.0340], [-0.0143, -0.0045, 0.0146], [-0.0537, -0.1053, 0.0884], [-0.0453, -0.1052, -0.1375], [-0.0418, 0.0036, -0.0255], [-0.0161, -0.0104, 0.0483], [0.0002, 0.1219, 0.0578], [0.0381, 0.0059, -0.0281], [-0.0040, -0.0017, 0.0136], [0.0024, -0.0343, 0.0289], [-0.0095, 0.0113, -0.0044], [-0.0021, 0.0205, 0.0395], [0.1033, 0.0051, -0.1475], [-0.0206, 0.0167, 0.0032], [-0.0173, 0.0145, 0.0189], [-0.0165, 0.0043, -0.0583], [0.0000, 0.0380, -0.0392], [-0.0045, 0.0096, -0.0019], [-0.0159, -0.0393, 0.0327], [-0.0136, -0.0076, -0.0113], [-0.0420, 0.0381, 0.0577], [-0.0050, -0.0191, -0.0125], [0.0241, -0.0252, 0.0261], [0.0062, 0.0010, -0.0036], [0.0035, 0.0214, 0.0218], [0.0406, -0.0094, 0.0243], [-0.0066, -0.0067, 0.0020], [-0.0047, -0.0093, -0.0074], [0.0018, 0.0335, -0.0041], [0.0024, 0.0064, 0.0029], [0.1216, 0.0692, 0.0405], [0.0082, -0.0050, -0.0096], [0.1833, -0.0278, -0.0693], [0.0319, -0.0171, -0.0103], [0.0076, 0.0151, 0.0111], [-0.0013, 0.0075, 0.0118], [-0.0005, 0.0422, 0.0296], [0.0165, -0.0257, 0.0332], [-0.0014, 0.0039, -0.0012], [0.0000, 0.0016, -0.0035], [0.0115, -0.0108, -0.0056], [-0.0113, 0.0180, 0.0227], [-0.0017, 0.0033, 0.0007], [-0.0135, -0.0023, -0.0089], [0.0308, -0.0263, -0.0317], [0.0218, 0.0009, 0.0124], [0.0086, 0.0033, 0.0015], [0.0016, 0.0121, -0.0133], [-0.0068, 0.0003, -0.0009], [-0.0002, -0.0036, 0.0002], [-0.0146, -0.0094, -0.0022], [0.0315, 0.0076, -0.0031], [0.0161, 0.0029, 0.0012], [-0.0136, 0.0174, 0.0134], [0.0070, -0.0038, 0.0095], [-0.0054, 0.0035, 0.0020], [-0.0190, 0.0281, 0.0030], [0.0072, -0.0040, 0.0035], [0.0476, -0.0072, -0.0198], [-0.0056, 0.0012, 0.0004], [0.0257, 0.0461, -0.0371], [-0.0029, -0.0022, 0.0006], [-0.0085, 0.0116, 0.0013], [0.0254, 0.0307, 0.0105], [0.0267, 0.0185, 0.0124], [-0.0053, 0.0010, 0.0130]], "multiplicity": 2, "e_tot_ev": -121523.164, "s2": 0.769, "relative_energy_kcal_mol": 0.0, "charge": -2, "homo_lumo_gap_ev": [6.272, 6.316], "e_homo_ev": [-2.407, -2.450]}